The following is a quantum chemistry calculation of the molecule C4H4N2O2, from the OMol25 dataset.

Output
E_HOMO = -9.42 eV
lowest unoccupied orbital energy = 0.80 eV
SMILES = C=Cn1ocnc1=O
Kohn-Sham gap = 0.37541 Ha

The geometry in ORCA input format:
```
! wB97M-V def2-TZVPD RIJCOSX def2/J DEFGRID3
* xyz 0 1
C -0.657 0.736 -1.980
C 0.327 0.696 -1.056
N 0.320 -0.052 0.154
O 1.439 -0.092 0.978
C 0.927 -0.806 2.035
N -0.272 -1.183 1.959
C -0.797 -0.594 0.661
O -1.861 -0.765 0.208
H -0.641 1.608 -2.752
H -1.529 0.002 -2.010
H 1.149 1.473 -1.109
H 1.594 -1.024 2.913
*
```